# C34H40N5O2P2Sr

C34H40N5O2P2Sr as an isolated structure at a distorted geometry (ωB97M-V/def2-TZVPD, the OMol25 dataset).

Last column: Löwdin charge in e.
Atoms and positions in Å:
1 Sr 1.03885 -0.38610 0.34720  1.23
2 C -0.23630 -1.23330 -3.46473  -0.12
3 C -0.16077 -2.64916 -2.88752  -0.53
4 C -1.17785 -3.55291 -3.57859  -0.12
5 P -0.32805 -2.51534 -1.02553  1.03
6 C -0.25204 -4.29249 -0.46888  -0.56
7 C 1.20823 -4.74287 -0.57300  -0.13
8 C -0.73623 -4.39607 0.97946  -0.11
9 C -2.07158 -2.04244 -0.83726  -0.31
10 C -3.13146 -2.93913 -0.94146  -0.13
11 C -4.44869 -2.51446 -0.89037  -0.12
12 C -4.70793 -1.15358 -0.74090  -0.10
13 C -3.67882 -0.24625 -0.61795  -0.04
14 C -2.32131 -0.65709 -0.63693  -0.34
15 N -1.29044 0.19466 -0.38978  -0.13
16 C -1.34860 1.52300 -0.73234  -0.35
17 C -1.84235 1.99805 -1.96156  -0.03
18 C -1.71579 3.32701 -2.31106  -0.09
19 C -1.11218 4.23759 -1.45001  -0.11
20 C -0.65903 3.80218 -0.21428  -0.10
21 C -0.79369 2.47132 0.16431  -0.33
22 P -0.26792 1.71714 1.72647  1.02
23 C 0.58168 3.08978 2.66497  -0.55
24 C 1.52215 2.43912 3.68803  -0.13
25 C -0.30007 4.14594 3.32575  -0.12
26 C -1.92235 1.36069 2.52676  -0.51
27 C -2.97525 2.46923 2.48966  -0.11
28 C -1.74222 0.76861 3.92547  -0.11
29 H -0.04837 -1.24282 -4.54121  0.08
30 H 0.48408 -0.55791 -3.00459  0.04
31 H -1.23361 -0.82042 -3.29838  0.07
32 H 0.84506 -3.04877 -3.05639  0.09
33 H -2.19166 -3.21764 -3.36038  0.07
34 H -1.08581 -4.59787 -3.27516  0.06
35 H -1.03548 -3.50572 -4.66181  0.07
36 H -0.86790 -4.92809 -1.11127  0.09
37 H 1.83525 -4.09923 0.04918  0.07
38 H 1.57545 -4.69334 -1.60037  0.06
39 H 1.32099 -5.77054 -0.22049  0.07
40 H -0.20896 -3.67113 1.60032  0.04
41 H -0.54060 -5.39413 1.37890  0.08
42 H -1.80355 -4.19545 1.06100  0.06
43 H -2.92731 -3.99548 -1.07563  0.10
44 H -5.25876 -3.22826 -0.97036  0.09
45 H -5.73484 -0.80622 -0.70928  0.10
46 H -3.89455 0.80633 -0.47339  0.11
47 H -2.28899 1.29279 -2.65210  0.11
48 H -2.07082 3.65916 -3.27986  0.10
49 H -1.00351 5.27568 -1.73854  0.09
50 H -0.20990 4.52025 0.46268  0.09
51 H 1.20147 3.57649 1.90360  0.10
52 H 0.95329 1.90526 4.45252  0.07
53 H 2.13821 3.19441 4.18344  0.07
54 H 2.17966 1.71612 3.20320  0.06
55 H -0.88016 3.70698 4.13787  0.06
56 H -0.98932 4.59925 2.61305  0.06
57 H 0.32152 4.93881 3.75260  0.07
58 H -2.27281 0.55420 1.87744  0.08
59 H -2.86683 3.16091 3.32532  0.06
60 H -3.97215 2.02483 2.55591  0.08
61 H -2.92645 3.03423 1.55731  0.07
62 H -1.42977 1.52643 4.64778  0.06
63 H -0.99415 -0.02585 3.91141  0.05
64 H -2.68375 0.34057 4.27709  0.08
65 O 3.31300 -0.06936 0.44978  -0.14
66 C 3.30484 0.48975 -0.65721  -0.50
67 N 2.19729 0.69927 -1.38523  -0.02
68 C 2.52833 1.34293 -2.55690  -0.43
69 O 1.77231 1.67312 -3.44299  0.09
70 C 4.02795 1.56322 -2.56440  -0.08
71 C 4.87374 2.13481 -3.48855  -0.01
72 C 6.23586 2.15114 -3.19233  -0.08
73 C 6.71819 1.60813 -2.00734  -0.08
74 C 5.85472 1.03211 -1.07745  -0.01
75 C 4.51074 1.02286 -1.38182  -0.09
76 H 4.48807 2.55337 -4.40959  0.12
77 H 6.93298 2.59074 -3.89520  0.10
78 H 7.78252 1.63348 -1.80811  0.10
79 H 6.21976 0.60546 -0.15176  0.12
80 N -0.32445 -4.12002 5.87704  0.05
81 C 0.21404 -3.30517 5.24805  -0.43
82 N 0.86327 -2.35948 4.63278  0.06
83 C 0.90888 -1.97041 3.43031  -0.39
84 N 1.01306 -1.53288 2.34357  -0.06

Forces on atoms 1 to 2 (eV/Å):
-1.492 -0.395 -0.043
0.053 -0.071 0.049

## Properties
* LUMO energy: 2.226 eV
* E_tot: -66871.8326 eV
* HOMO level: -4.18 eV
* net charge: -1
* frontier orbital gap: 6.40 eV
* maximum force: 2.16 eV Å⁻¹
* spin multiplicity: 1
* ΔE to the lowest compared entry with this formula, charge and spin: 95.45 kJ/mol